(1)
The following is a quantum chemistry calculation of C7H7NO2 in the gas phase in a non-equilibrium geometry, from the Open Molecules 2025 dataset.

The geometry in XYZ format:
```
17
Properties=species:S:1:pos:R:3:forces:R:3
C 2.357 -1.238 0.166 2.4 0.8 -4.5
C 1.274 -0.258 0.014 2.7 3.3 -0.9
C 1.484 1.164 -0.122 -1.2 -3.2 0.0
N 0.571 2.100 -0.245 -1.1 -0.7 -0.1
C -0.702 1.646 -0.247 -1.6 -0.2 0.4
C -1.022 0.210 -0.105 -1.1 4.8 -0.5
C -2.491 -0.200 -0.125 2.7 1.4 1.7
O -2.930 -0.990 -0.860 -1.4 -2.4 -2.4
O -3.193 0.403 0.820 -5.2 0.1 -0.7
C 0.032 -0.642 -0.004 -4.4 -4.2 0.9
H 2.036 -2.032 0.692 -1.0 -3.0 1.7
H 2.987 -1.651 -0.808 -2.2 1.0 1.8
H 3.151 -0.800 0.650 1.8 1.0 1.6
H 2.489 1.313 -0.211 2.6 1.8 0.0
H -1.529 2.514 -0.346 1.8 -2.5 0.3
H -4.293 0.187 0.534 4.7 0.7 1.3
H -0.224 -1.726 0.198 0.3 1.1 -0.5
```
Positions in Å, forces in eV/Å.

Output
Relative energy (zero: lowest compared OMol25 entry of this formula, charge and spin) = 43.08 kcal/mol
Calculated total energy = -12955.7287 eV
Largest force on an atom = 6.1 eV/A
SMILES = Cc1cncc(C(=O)O)c1
HOMO = -9.32 eV
E_LUMO = 0.418 eV
Gap between HOMO and LUMO = 9.74 eV



(2)
The following is a quantum chemistry calculation of C7H7NO3 in the gas phase in a non-equilibrium geometry, from the Open Molecules 2025 dataset.

The geometry in XYZ format:
```
18
Properties=species:S:1:pos:R:3:forces:R:3
C -0.749 -2.357 -0.055 -0.1 0.1 0.2
C -1.193 -1.118 -0.224 0.1 -0.3 -0.1
C -1.157 -0.141 0.890 0.1 -0.2 0.0
O -0.891 -0.444 2.032 0.0 0.1 0.0
C -1.548 1.253 0.531 0.0 0.4 0.2
C -0.787 2.144 -0.103 -0.4 -0.2 0.2
C 0.561 1.907 -0.606 0.2 0.1 -0.1
C 1.352 0.932 -0.260 -0.2 -0.3 -0.2
N 2.166 0.016 0.012 -0.2 -0.6 -0.6
O 3.056 -0.023 0.856 0.7 -0.1 0.7
O 2.012 -1.159 -0.787 -0.3 0.3 -0.3
H -0.748 -3.098 -0.835 0.0 0.0 -0.3
H -0.368 -2.663 0.907 0.1 0.0 0.2
H -1.563 -0.763 -1.175 0.0 0.0 -0.1
H -2.534 1.537 0.877 0.0 0.1 0.0
H -1.175 3.134 -0.299 -0.1 0.0 0.0
H 0.912 2.639 -1.328 0.2 -0.1 -0.1
H 2.655 -1.796 -0.432 0.1 0.5 0.3
```
Positions in Å, forces in eV/Å.

Output
Relative energy (zero: lowest compared OMol25 entry of this formula, charge and spin) = 165.81 kcal/mol
Calculated total energy = -14998.4061 eV
Largest force on an atom = 1.0 eV/A
SMILES = C=CC(=O)/C=C\C=C=[N+]([O-])O
HOMO = -9.18 eV
E_LUMO = -0.176 eV
Gap between HOMO and LUMO = 9.00 eV



(3)
The following is a quantum chemistry calculation of C7H7NO5 in the gas phase in a non-equilibrium geometry, from the Open Molecules 2025 dataset.

The geometry in XYZ format:
```
20
Properties=species:S:1:pos:R:3:forces:R:3
O -2.043 1.809 -0.834 0.0 0.7 -0.2
C -1.045 1.279 -1.105 -1.2 0.4 -0.6
C -0.016 0.647 -1.575 3.2 -0.1 -0.8
C 0.414 -0.719 -1.057 -0.1 1.3 -1.1
O -0.765 -1.431 -0.965 -1.9 -2.7 0.3
N -1.655 -0.896 -0.063 1.2 3.5 3.7
O -2.896 -0.880 -0.219 -0.2 -1.1 -1.2
C -1.154 -0.040 0.883 -2.6 -2.5 -0.5
O -2.085 0.580 1.625 1.7 -0.2 0.0
C 0.230 0.218 1.167 1.7 0.2 1.7
C 1.120 -0.633 0.284 1.4 1.1 -0.2
C 2.633 -0.178 0.273 -1.4 0.2 -0.4
O 2.995 0.771 -0.366 0.2 -0.1 0.1
H 0.841 1.188 -1.986 -0.7 0.3 -0.2
H 0.935 -1.360 -1.779 0.4 0.8 0.0
H -2.850 0.618 1.052 -1.2 -0.1 -0.4
H 0.494 0.167 2.270 -0.5 -0.3 -1.2
H 0.322 1.272 0.921 0.6 0.3 0.0
H 1.179 -1.626 0.590 -0.2 -1.9 1.1
H 3.346 -0.786 0.883 -0.3 0.2 -0.2
```
Positions in Å, forces in eV/Å.

Output
Relative energy (zero: lowest compared OMol25 entry of this formula, charge and spin) = 89.58 kcal/mol
Calculated total energy = -19093.9649 eV
Largest force on an atom = 5.2 eV/A
SMILES = O=C=C[C@@H]1O[N+]([O-])=C(O)C[C@@H]1C=O
HOMO = -8.53 eV
E_LUMO = 0.220 eV
Gap between HOMO and LUMO = 8.76 eV



(4)
The following is a quantum chemistry calculation of 2 unconnected molecules or ions with the total composition C7H7NS in a non-equilibrium geometry, from the Open Molecules 2025 dataset.

The geometry in XYZ format:
```
16
Properties=species:S:1:pos:R:3:forces:R:3
C 2.734 1.226 -0.127 0.7 -0.4 0.1
C 3.315 0.028 0.129 0.2 -0.3 0.1
C 0.932 -0.016 -0.284 -3.2 -1.1 0.4
C -1.991 -1.502 -0.889 0.2 0.8 1.8
C -1.823 -1.782 0.402 -0.2 1.4 -1.3
C -1.687 -0.406 -0.007 1.7 -2.2 -0.8
C -2.075 0.961 0.329 0.0 0.5 0.1
N 1.388 1.172 -0.341 -0.2 0.9 -0.2
S 2.128 -1.234 0.093 0.2 0.7 -0.1
H 3.241 2.175 -0.165 0.1 0.1 0.0
H 4.346 -0.197 0.326 0.2 0.1 0.0
H -2.172 -1.840 -1.881 -0.1 -0.1 -0.4
H -1.789 -2.519 1.168 0.1 -0.3 0.4
H -1.582 1.286 1.242 0.0 0.0 0.0
H -3.160 1.009 0.482 0.0 -0.1 0.0
H -1.806 1.638 -0.478 0.1 0.0 0.0
```
Positions in Å, forces in eV/Å.

Output
Relative energy (zero: lowest compared OMol25 entry of this formula, charge and spin) = 107.80 kcal/mol
Calculated total energy = -19691.8210 eV
Largest force on an atom = 3.4 eV/A
HOMO (spin up / spin down) = -7.04 / -7.04 eV
E_LUMO (spin up / spin down) = 0.308 / 0.309 eV
Gap between HOMO and LUMO (spin up / spin down) = 7.35 / 7.35 eV



(5)
The following is a quantum chemistry calculation of a gas-phase ion, C7H7O2S (charge -1) in a non-equilibrium geometry, from the Open Molecules 2025 dataset.

The geometry in XYZ format:
```
17
Properties=species:S:1:pos:R:3:forces:R:3
C -0.984 2.058 -1.105 -0.1 0.6 -0.3
C -1.393 0.913 -0.617 2.9 -2.5 1.8
C -0.250 -0.129 0.275 -3.0 2.2 -1.3
C -0.146 0.523 1.645 0.1 -0.1 0.0
S -0.970 -1.773 0.369 0.1 -0.2 0.0
C 0.589 -2.575 -0.259 -0.7 0.1 0.2
O 0.653 -3.788 -0.309 0.0 -0.3 0.0
C 1.479 -1.565 -0.596 0.9 0.0 -0.4
C 1.118 -0.233 -0.394 -0.1 0.0 0.0
O 1.777 0.791 -0.621 0.0 0.2 0.0
H -1.644 2.727 -1.645 -0.2 0.0 0.0
H 0.045 2.363 -1.007 0.2 0.0 0.1
H -2.373 0.478 -0.681 -0.3 0.0 -0.1
H -1.136 0.697 2.067 0.0 0.0 0.0
H 0.378 1.472 1.551 0.0 0.1 0.0
H 0.411 -0.127 2.319 0.1 0.0 0.1
H 2.446 -1.830 -0.993 0.1 0.0 -0.1
```
Positions in Å, forces in eV/Å.

Output
Relative energy (zero: lowest compared OMol25 entry of this formula, charge and spin) = 0.00 kcal/mol
Calculated total energy = -22303.4333 eV
Net charge = -1
Largest force on an atom = 4.2 eV/A
SMILES = C=C[C@@]1(C)SC([O-])=CC1=O
HOMO = -3.89 eV
E_LUMO = 3.501 eV
Gap between HOMO and LUMO = 7.39 eV



(6)
The following is a quantum chemistry calculation of 2 unconnected molecules or ions with the total composition C7H7O5 in a non-equilibrium geometry, from the Open Molecules 2025 dataset.

The geometry in XYZ format:
```
19
Properties=species:S:1:pos:R:3:forces:R:3
O -1.730 3.006 -2.027 -1.2 2.5 1.3
O -2.082 4.019 -1.412 0.8 -2.4 -1.5
C 0.170 -1.550 3.057 -0.3 0.0 0.1
C -0.579 -1.263 1.776 -1.5 0.0 0.2
O -1.809 -1.168 1.703 1.8 -0.3 0.5
C 0.248 -1.094 0.587 -0.1 0.8 -1.9
C -0.334 -0.762 -0.584 -0.6 -0.4 1.3
C 0.427 -0.535 -1.792 1.0 2.6 -2.0
C 0.976 0.912 -2.033 0.0 -1.6 -0.5
O -0.142 0.397 -2.767 0.7 -0.6 0.9
C 0.506 1.896 -1.053 -1.3 -0.2 1.4
O 0.623 3.008 -0.685 1.1 -0.2 -0.6
H 1.261 -1.578 2.920 -0.4 0.0 0.0
H -0.103 -0.783 3.787 0.1 -0.1 0.0
H -0.196 -2.510 3.429 0.1 0.1 0.1
H 1.343 -1.075 0.628 -0.4 -0.3 0.2
H -1.418 -0.632 -0.689 0.3 -0.2 0.4
H 0.919 -1.381 -2.286 0.1 0.5 0.3
H 1.920 1.093 -2.561 -0.3 -0.2 -0.2
```
Positions in Å, forces in eV/Å.

Output
Relative energy (zero: lowest compared OMol25 entry of this formula, charge and spin) = 0.00 kcal/mol
Calculated total energy = -17601.7159 eV
2S+1 = 4
Largest force on an atom = 3.4 eV/A
HOMO (spin up / spin down) = -7.54 / -9.96 eV
E_LUMO (spin up / spin down) = -0.341 / -0.690 eV
Expectation value of S² = 3.762
Gap between HOMO and LUMO (spin up / spin down) = 7.20 / 9.27 eV



(7)
The following is a quantum chemistry calculation of C7H8 in the gas phase, from the Open Molecules 2025 dataset.

The geometry in XYZ format:
```
15
Properties=species:S:1:pos:R:3:forces:R:3
C -0.111 -1.554 -0.548 0.0 0.0 0.0
C -0.265 -0.114 -0.101 -0.2 -0.1 -0.2
C 0.212 0.992 -0.940 -0.2 0.0 -0.2
C 1.018 0.665 0.359 0.4 0.0 0.3
C 2.279 0.088 0.038 -0.3 0.3 0.3
C -1.433 0.153 0.718 -0.4 0.1 0.3
C -2.428 0.353 1.367 0.4 -0.1 -0.2
H -0.977 -1.856 -1.146 0.1 0.1 0.1
H 0.805 -1.667 -1.130 -0.1 0.0 0.1
H -0.048 -2.212 0.325 0.0 0.1 -0.1
H 0.824 1.364 1.176 0.1 -0.1 -0.1
H 0.702 0.755 -1.878 0.0 0.0 0.2
H -0.308 1.945 -0.895 0.1 -0.2 0.0
H 3.034 0.557 0.705 -0.1 0.0 -0.2
H -3.305 0.531 1.950 0.2 0.0 -0.1
```
Positions in Å, forces in eV/Å.

Output
Relative energy (zero: lowest compared OMol25 entry of this formula, charge and spin) = 143.31 kcal/mol
Calculated total energy = -7382.5328 eV
Largest force on an atom = 0.5 eV/A
HOMO = -8.50 eV
E_LUMO = -0.157 eV
Gap between HOMO and LUMO = 8.35 eV